Record 1
{"formula": "C4H11NS", "method": "wB97M-V/def2-TZVPD", "e_tot_ev": -16648.978, "e_above_lowest_kcal_mol": 64.9, "orbital_gap_ev": 8.78, "species": ["C", "C", "N", "H", "H", "H", "H", "H", "C", "C", "S", "H", "H", "H", "H", "H", "H"], "coordinates": [[3.1716, -3.0794, -1.2610], [2.8140, -4.4130, -1.4882], [2.4512, -4.8847, -2.6468], [3.9109, -2.9343, -0.4502], [2.7375, -2.3308, -2.0111], [2.7455, -5.1451, -0.5950], [2.2862, -5.9065, -2.5357], [3.0078, -4.4595, -3.3639], [-2.1384, 3.4137, 0.8501], [-3.0524, 3.3350, 2.1120], [-2.9342, 4.7313, 3.3756], [-1.1119, 3.5036, 1.0284], [-2.1490, 4.2362, -0.0515], [-2.2511, 2.5090, 0.1392], [-2.8926, 2.4221, 2.6621], [-4.0254, 3.2882, 1.7158], [-2.5699, 5.7142, 2.5202]], "atomic_forces_ev_per_a": [[-0.85, -2.06, -0.86], [1.42, 3.20, 5.45], [-1.56, -2.63, -1.53], [-1.15, 0.67, -0.40], [1.49, -0.87, 1.13], [0.64, 1.10, -1.47], [0.32, 1.33, -1.51], [-0.31, -0.75, -0.81], [-0.51, 0.12, -3.43], [1.16, 1.46, -1.05], [0.20, -0.63, -1.06], [1.66, -0.34, 0.99], [-1.21, -1.08, 2.71], [-0.03, 0.88, 1.62], [0.39, -0.22, 0.14], [-1.51, 0.12, -0.05], [-0.16, -0.32, 0.14]], "lowdin_charge": [-0.0642, -0.3893, 0.0243, 0.0292, 0.0582, 0.1245, 0.1188, 0.0986, -0.1939, -0.5663, 0.6278, 0.0155, 0.1162, 0.0846, 0.0500, 0.0273, -0.1614]}

=====

Record 2
{"formula": "C4H11NS", "method": "wB97M-V/def2-TZVPD", "e_tot_ev": -16650.237, "e_above_lowest_kcal_mol": 35.9, "orbital_gap_ev": 9.37, "species": ["C", "C", "S", "C", "N", "C", "H", "H", "H", "H", "H", "H", "H", "H", "H", "H", "H"], "coordinates": [[2.9139, -0.9105, 0.7767], [1.6679, -1.1240, 0.0108], [0.6486, 0.4254, 0.0368], [-0.9304, -0.3436, -0.3070], [-2.1622, 0.2937, 0.2286], [-2.8313, 1.2155, -0.7009], [3.6579, -1.7057, 0.7459], [3.4598, -0.1333, 0.2167], [2.5637, -0.4390, 1.7657], [1.7788, -1.2478, -1.1289], [1.1285, -1.9401, 0.3480], [-1.0114, -0.5313, -1.3278], [-0.7465, -1.3471, 0.1333], [-1.9762, 0.8358, 1.1638], [-3.7568, 1.6176, -0.1679], [-2.1526, 2.1527, -0.8967], [-3.1070, 0.8515, -1.7185]], "atomic_forces_ev_per_a": [[0.57, 2.23, 0.28], [-0.13, 1.53, -3.45], [0.73, 0.29, 0.59], [-0.78, -0.68, 2.39], [0.99, 0.60, 0.96], [0.46, 2.60, 0.46], [-0.54, -0.45, 0.73], [-0.08, 0.24, 0.52], [1.25, -1.17, -1.03], [0.43, -0.30, 1.72], [-1.41, -1.48, 0.86], [-0.57, 0.04, -1.89], [-0.82, 0.50, 0.01], [-0.24, -1.57, -2.48], [1.08, -0.61, -0.90], [-1.18, -1.37, 0.16], [0.24, -0.38, 1.06]], "lowdin_charge": [-0.2014, -0.5624, 0.8188, -0.5644, -0.1869, -0.1788, 0.0730, 0.0663, 0.0950, 0.0995, 0.0343, 0.0514, 0.0648, 0.1382, 0.0853, 0.0918, 0.0756]}